Entry from OMol25: a molecular structure, C44H44BN6O4PPb (the ωB97M-V functional and the def2-TZVPD basis).

Last column: Mulliken charge in e.
Cartesian coordinates (Å):
Pb  -0.79607  -1.31575  0.72147  2.139
C  0.21066  -0.81387  5.46369  -0.534
C  1.02646  0.27994  5.20039  -0.804
C  1.74068  0.32552  4.02222  -0.294
C  1.58696  -0.72986  3.11410  1.030
N  0.82421  -1.78902  3.37664  -0.458
C  0.17043  -1.82706  4.52270  -0.622
N  2.26408  -0.71551  1.92612  0.393
C  2.30846  -1.53591  0.81451  -0.327
N  1.44181  -2.25861  0.23438  -0.511
C  1.72918  -2.72617  -1.06586  0.097
N  0.99082  -3.67905  -1.61802  -0.479
C  -0.25598  -4.01838  -1.37723  -0.087
C  -0.74021  -5.15374  -2.10173  -0.767
C  -2.04822  -5.52042  -2.04026  -0.342
C  -2.92221  -4.77247  -1.23182  -1.119
C  -2.40468  -3.70825  -0.54447  -0.111
N  -1.12912  -3.30883  -0.59880  0.177
C  2.78577  -2.15362  -1.76802  -0.260
C  3.25445  -2.69314  -2.98090  -0.810
C  4.28120  -2.13314  -3.67721  -0.869
C  4.96916  -0.99540  -3.15241  -0.836
C  4.56602  -0.39612  -2.02600  -1.215
C  3.29877  -0.79232  -1.33520  2.842
H  -0.36805  -0.87791  6.37066  0.415
H  1.10690  1.08953  5.91084  0.455
H  2.40126  1.14617  3.79527  0.478
H  -0.43181  -2.71091  4.68088  0.440
H  -0.02249  -5.68912  -2.70580  0.484
H  -2.41684  -6.36699  -2.60570  0.394
H  -3.96889  -5.02307  -1.15394  0.459
H  -3.03913  -3.11277  0.10005  0.426
H  2.79593  -3.61162  -3.31366  0.450
H  4.64476  -2.57995  -4.59006  0.411
H  5.86630  -0.66104  -3.65394  0.431
H  5.13121  0.41271  -1.58218  0.376
O  -2.63266  0.22619  2.79684  -0.649
N  -1.50861  0.83785  2.25760  0.558
C  -0.97552  1.68520  3.04562  -1.629
C  0.08030  2.61032  2.70237  0.760
C  0.16264  3.72421  3.55080  -0.707
C  0.98909  4.79307  3.28672  -0.917
C  1.76356  4.77499  2.13895  -0.703
C  1.73641  3.66159  1.31901  -0.385
C  0.93002  2.55180  1.58280  0.467
P  1.10021  1.07794  0.45763  0.991
C  2.79663  0.40334  1.09405  1.796
C  3.77465  1.32766  1.71356  -0.928
C  5.03985  0.94232  1.90804  -0.761
C  5.51995  -0.34503  1.46871  -1.209
C  4.78383  -1.10887  0.65617  -0.776
C  3.42298  -0.73411  0.18661  0.896
C  1.37010  2.07378  -1.05873  0.968
C  2.60696  2.42371  -1.58833  0.187
C  2.67229  3.20185  -2.73231  -1.248
C  1.51059  3.62888  -3.35296  -1.046
C  0.27673  3.27916  -2.82831  -0.541
C  0.20410  2.50777  -1.68292  -1.377
H  -3.08633  -0.20520  2.03101  0.542
H  -1.42627  1.83394  4.02957  0.297
H  -0.46497  3.75051  4.42975  0.481
H  1.01789  5.63707  3.95885  0.418
H  2.39533  5.61414  1.89217  0.467
H  2.35948  3.66942  0.43693  0.512
H  3.45026  2.32201  1.97880  0.338
H  5.75082  1.61942  2.36002  0.518
H  6.51755  -0.64254  1.75721  0.437
H  5.17455  -2.02564  0.23783  0.504
H  2.49835  -0.07938  -1.61750  -1.569
H  3.51937  2.08689  -1.11614  0.553
H  3.63443  3.47101  -3.14482  0.466
H  1.56781  4.22994  -4.24943  0.378
H  -0.62999  3.60179  -3.31961  0.463
H  -0.75212  2.21345  -1.27123  0.449
C  -5.82243  -0.03348  1.23624  -2.052
C  -4.96520  -0.42634  0.03592  1.557
C  -5.54668  -1.69918  -0.59231  -2.017
O  -3.63881  -0.75211  0.47736  -0.862
B  -2.68817  -0.27687  -0.44422  1.004
O  -3.31680  0.51568  -1.35660  -0.525
C  -4.69691  0.71156  -1.00366  1.500
C  -5.55789  0.63954  -2.25993  -1.913
C  -4.80788  2.10933  -0.38455  -2.046
H  -5.92461  -0.89224  1.89702  0.489
H  -6.81190  0.26760  0.90154  0.399
H  -5.37562  0.77555  1.80574  0.392
H  -5.53545  -2.49138  0.15487  0.514
H  -4.93517  -2.02215  -1.43139  0.386
H  -6.56965  -1.54129  -0.92064  0.401
H  -5.34128  -0.25858  -2.83081  0.351
H  -5.34290  1.50151  -2.88686  0.430
H  -6.61112  0.65308  -1.98999  0.375
H  -4.17153  2.19010  0.49364  0.252
H  -5.83677  2.32837  -0.11374  0.374
H  -4.47019  2.84330  -1.11177  0.527
C  0.50937  -0.84715  -3.64910  -1.093
O  0.33461  -0.23514  -2.39047  0.398
H  -0.12345  -0.37077  -4.40426  0.448
H  0.28956  -1.91650  -3.60402  0.188
H  1.55399  -0.71601  -3.92574  0.259
H  -0.59915  -0.28072  -2.14834  -0.188

Properties
Kohn-Sham gap	5.3288	eV
LUMO level	-0.222	eV
multiplicity	1
F_max	1.459	eV/A

---

Entry from OMol25: a single C6H15O3PS molecule (the ωB97M-V functional and the def2-TZVPD basis).

Last column: Mulliken charge in e.
Cartesian coordinates (Å):
C  2.94744  -0.28613  0.16923  -1.174
C  0.64887  -0.46388  -2.05102  -1.748
C  -2.64122  -1.38398  1.83992  -0.790
C  -1.92078  2.38587  -0.34063  -0.687
C  1.48307  0.19658  0.22350  -0.769
C  0.57657  -0.75837  -0.58372  1.020
O  0.69959  -2.11849  -0.31685  -0.580
O  -1.32613  -1.12866  1.20542  -0.254
O  -1.44548  1.28527  0.42185  -0.342
P  -1.42971  -0.29280  -0.11058  0.653
S  -2.85286  -0.76178  -1.33435  -0.413
H  3.46948  0.46420  -0.47578  0.299
H  3.27988  -0.39106  1.21902  0.325
H  3.12599  -1.20015  -0.31594  0.400
H  1.52541  -0.94659  -2.58898  0.313
H  0.83820  0.51075  -2.09894  0.460
H  -0.23195  -0.85915  -2.46449  0.504
H  -2.67308  -2.35325  2.49634  0.251
H  -3.47406  -1.66106  1.15457  0.338
H  -3.03896  -0.50994  2.53046  0.244
H  -1.48052  2.26687  -1.33910  0.320
H  -1.60156  3.26829  0.11980  0.266
H  -3.04930  2.40645  -0.36175  0.257
H  1.24219  0.27750  1.33483  0.226
H  1.26100  1.11303  -0.17403  0.533
H  1.20261  -2.42705  0.45637  0.346

Properties
Kohn-Sham gap	9.2524	eV
LUMO level	0.695	eV
multiplicity	1
SMILES	CC[C@@](C)(O)P(=S)(OC)OC
F_max	4.850	eV/A

---

Entry from OMol25: 2 unconnected molecules or ions with the total composition C2FI2O2 (the ωB97M-V functional and the def2-TZVPD basis).

Last column: Mulliken charge in e.
Cartesian coordinates (Å):
C  1.35738  -0.99253  0.58640  0.729
C  -0.43134  0.92327  -0.21621  -0.300
O  1.45805  -1.38632  -0.49657  -0.390
O  1.37601  -0.85546  1.71006  -0.350
F  -0.16413  0.57672  -1.47213  -0.067
I  -1.92571  -1.01586  0.35090  -0.380
I  -1.67025  2.75018  -0.46245  -0.242

Properties
Kohn-Sham gap	6.9872	eV
LUMO level	3.036	eV
multiplicity	1
charge	-1
F_max	3.498	eV/A

---

Entry from OMol25: 2 unconnected molecules or ions with the total composition C9H14O (the ωB97M-V functional and the def2-TZVPD basis).

Last column: Mulliken charge in e.
Cartesian coordinates (Å):
C  0.47672  -2.33566  2.18948  -0.935
C  0.29635  -3.35131  3.33555  -1.130
H  0.49317  -1.31150  2.50813  0.546
H  1.52306  -2.38729  1.86421  0.319
H  -0.11434  -2.73385  1.36024  0.421
H  0.89750  -3.14480  4.21341  0.339
H  0.56321  -4.36710  3.02207  0.305
H  -0.72467  -3.25641  3.74008  0.310
C  2.17097  0.71314  -2.52800  -1.335
C  1.02388  0.28995  -0.36337  -0.479
C  1.05776  1.01066  -1.57278  0.477
C  -0.17301  0.23360  0.29613  0.408
C  -0.05082  1.78359  -1.86836  -0.432
C  -1.37793  0.85497  -0.13256  0.301
C  -1.24367  1.84476  -1.09020  -0.591
O  -2.52457  0.52181  0.49432  -0.541
H  1.88617  -0.31104  -0.06660  0.352
H  -0.23929  -0.33795  1.25230  -0.369
H  2.53342  -0.31651  -2.47493  0.352
H  2.99457  1.41048  -2.39744  0.287
H  -0.08870  2.33020  -2.80939  0.324
H  -1.81701  2.75484  -1.23710  0.373
H  -2.40733  -0.13455  1.19340  0.336
H  1.93369  0.81416  -3.59044  0.362

Properties
Kohn-Sham gap	8.9305	eV
LUMO level	0.703	eV
multiplicity	1
SMILES	Cc1ccc(O)cc1.CC
F_max	2.781	eV/A

---

Entry from OMol25: a single C3H7BrN2 molecule (the ωB97M-V functional and the def2-TZVPD basis).

Last column: Mulliken charge in e.
Cartesian coordinates (Å):
C  0.66157  0.38077  -0.07956  -0.641
C  0.07663  -1.04333  0.16665  -0.486
C  -0.53780  1.30709  -0.16410  -0.294
N  -1.33493  -0.82424  -0.24194  -0.295
N  -1.72733  0.51522  0.24997  -0.295
Br  -1.88234  0.72859  2.24295  -0.147
H  1.23915  0.55246  0.72364  0.278
H  1.31941  0.33832  -0.84371  0.417
H  0.30780  -1.85975  -0.45240  0.327
H  0.12152  -1.40408  1.14931  0.303
H  -0.57907  2.27562  0.51304  0.319
H  -0.62634  1.52166  -1.19767  0.267
H  -2.08384  -1.49150  -0.11614  0.248

Properties
Kohn-Sham gap	9.2988	eV
LUMO level	0.332	eV
multiplicity	1
SMILES	BrN1CCCN1
F_max	3.817	eV/A

---

What did the third record say?
Entry from OMol25: 2 unconnected molecules or ions with the total composition C2FI2O2 (the ωB97M-V functional and the def2-TZVPD basis).

Last column: Mulliken charge in e.
Cartesian coordinates (Å):
C  1.35738  -0.99253  0.58640  0.729
C  -0.43134  0.92327  -0.21621  -0.300
O  1.45805  -1.38632  -0.49657  -0.390
O  1.37601  -0.85546  1.71006  -0.350
F  -0.16413  0.57672  -1.47213  -0.067
I  -1.92571  -1.01586  0.35090  -0.380
I  -1.67025  2.75018  -0.46245  -0.242

Properties
Kohn-Sham gap	6.9872	eV
LUMO level	3.036	eV
multiplicity	1
charge	-1
F_max	3.498	eV/A